19
Properties=species:S:1:pos:R:3:forces:R:3 method="wB97M-V/def2-TZVPD" fmax_ev_per_a=7.240 total_energy_ha=-1873.85235 total_charge=+7 gap_ev=5.91 e_above_lowest_kcal_mol=289.64
Na -0.5688 2.8663 -3.1096 0.05 1.61 -1.47
Na 0.5055 -2.7914 0.6911 1.18 -0.59 0.93
Na 0.8069 2.4389 -0.0380 1.42 0.60 1.50
Na -2.4979 2.5305 -0.4603 -1.25 1.13 0.81
Na -1.5711 -0.1548 2.3516 0.46 0.12 2.12
Na -0.6193 -3.1656 -3.2710 0.46 -1.54 -1.26
Na -2.7041 -2.9625 -0.5300 -1.16 -1.21 0.67
Na 0.9506 0.0519 -2.9418 1.35 -0.30 -0.69
Na -2.8133 -0.2525 -2.4906 -0.92 0.09 -0.69
C -0.5305 -0.1631 -0.6154 0.19 -0.88 2.60
O 0.0028 -0.0466 0.4675 1.26 0.21 2.85
O -0.8514 0.8388 -1.2653 -1.43 5.61 -4.35
O -0.8557 -1.2742 -1.0543 -1.64 -5.00 -2.71
O 2.6725 0.8989 1.0809 -1.07 0.78 -0.33
H 1.8294 0.4797 0.9084 -0.02 -0.61 0.25
H 3.0895 0.9619 0.2216 1.30 -0.13 -0.14
O 0.7536 -0.2859 3.5051 -1.56 -0.29 -1.26
H 1.2734 -0.5081 2.7327 0.90 -0.07 0.35
H 1.1279 0.5379 3.8174 0.48 0.45 0.83

=====

24
Properties=species:S:1:pos:R:3:forces:R:3 method="wB97M-V/def2-TZVPD" fmax_ev_per_a=5.326 smiles=CCCCSC.O.O total_energy_ha=-748.69726 total_charge=0 gap_ev=8.68 e_above_lowest_kcal_mol=47.14
C -2.8019 1.5481 -0.2000 0.66 -0.26 1.25
C -1.3902 1.0983 -0.7002 -1.13 -5.05 1.25
C -0.6421 0.2669 0.5423 -0.86 3.67 -0.11
C -1.3567 -0.9857 0.9857 -2.24 0.86 0.40
S -1.7010 -2.2012 -0.3054 0.47 0.00 -0.37
C -0.0542 -2.9718 -0.3808 0.08 1.64 3.99
H -3.7203 1.0021 -0.4556 0.71 -0.81 0.21
H -3.1127 2.5164 -0.5363 0.47 0.95 -0.28
H -2.6693 1.6208 0.9241 -0.75 -0.03 -1.13
H -1.3939 0.3294 -1.5327 -0.47 0.95 0.75
H -0.8609 1.8789 -1.0803 1.80 2.28 -0.53
H 0.4464 0.1379 0.5578 -0.21 -0.23 -1.16
H -0.7030 1.0661 1.3601 -0.23 -1.19 -0.45
H -2.4503 -0.7330 1.3776 2.39 -0.49 -0.51
H -0.7199 -1.3887 1.7711 -0.49 -0.54 0.28
H 0.0286 -3.3719 0.6849 0.25 -0.09 -1.49
H -0.0030 -3.7234 -1.0796 0.03 -1.68 -1.57
H 0.7914 -2.2705 -0.4493 -0.51 0.02 -0.50
O 1.5855 0.6139 -1.8749 1.62 -1.34 -3.21
H 1.9102 0.1788 -2.7584 -1.75 0.51 2.14
H 2.4019 1.1159 -1.8326 0.18 0.82 1.05
O 5.4311 1.5340 1.2888 -0.33 0.32 -0.41
H 4.8862 1.7703 2.0379 -0.24 0.13 0.20
H 6.0982 0.9683 1.6559 0.56 -0.45 0.20

=====

165
Properties=species:S:1:pos:R:3:forces:R:3 method="wB97M-V/def2-TZVPD" fmax_ev_per_a=5.861 smiles=CC1(C)CCCC(C)(C)N1O.CC1(C)CCCC(C)(C)N1O.CC1(C)CCCC(C)(C)N1O.CC1(C)CCCC(C)(C)N1O.OCCO.OCCO.OCCO.O.O.O.O.O total_energy_ha=-3009.87615 total_charge=0 gap_ev=8.00
C -6.1797 -0.4738 0.8474 -1.08 -0.05 0.13
C -5.6281 -1.5385 -0.1488 0.68 2.13 -0.74
C -4.4833 -2.2106 0.5713 1.23 -0.55 0.37
C -6.6802 -2.5935 -0.5594 -1.19 1.94 0.50
C -7.7425 -2.1032 -1.6258 3.04 -0.87 -0.44
C -6.9231 -1.5886 -2.8324 -1.08 0.76 1.08
C -5.9544 -0.4432 -2.4227 -1.66 2.47 -0.81
C -5.3490 -0.0729 -3.7687 1.96 0.51 -0.96
C -6.7007 0.8976 -2.0561 -2.07 -0.93 0.40
N -5.0637 -0.8903 -1.4012 -1.87 -3.67 0.31
O -4.0114 -0.0853 -1.1150 1.09 1.37 -0.17
H -6.5267 -0.9904 1.7422 -0.18 -0.24 0.04
H -5.5468 0.3094 1.2649 0.83 -0.29 -0.60
H -7.0285 0.0864 0.4551 -0.18 -0.27 -0.11
H -3.6807 -2.5691 -0.0733 -0.42 -0.41 -0.55
H -3.8858 -1.5735 1.2234 -0.54 0.42 0.21
H -4.8330 -3.0451 1.1791 -0.07 -0.02 0.03
H -6.0878 -3.4742 -0.8075 -0.67 -0.24 -0.33
H -7.3004 -2.6936 0.3313 0.40 -0.87 0.36
H -8.3705 -2.9571 -1.8800 -0.20 0.21 -0.07
H -8.3298 -1.2350 -1.3269 -0.11 -0.40 0.58
H -7.6952 -1.1634 -3.4736 0.38 0.19 -0.57
H -6.3127 -2.2840 -3.4086 -0.28 -0.47 0.29
H -4.4039 -0.5914 -3.9304 0.01 -0.40 -0.33
H -5.1192 0.9717 -3.9786 0.38 0.40 1.07
H -5.9953 -0.1838 -4.6393 -0.36 -1.01 0.28
H -7.5731 0.6338 -1.4582 -0.07 0.03 0.44
H -7.2151 1.3022 -2.9277 0.45 0.20 -0.34
H -6.2356 1.7119 -1.5004 0.76 -0.39 -0.29
H -3.4285 -0.3873 -1.8155 0.89 0.55 0.26
C 0.8519 -2.6515 1.8624 0.16 -0.74 1.10
C 0.3574 -3.6539 2.9716 -0.44 1.55 0.92
C -0.2277 -4.8909 2.3110 -1.07 0.15 -0.22
C 1.5420 -4.1209 3.8820 0.13 0.20 -1.17
C 1.9780 -3.2009 4.9981 -1.38 0.19 -1.46
C 0.7599 -2.8474 5.7937 -1.18 0.52 1.53
C -0.4673 -2.1322 5.0776 0.75 -0.90 -1.26
C -1.7904 -2.1184 5.9163 0.74 0.04 -0.89
C 0.0243 -0.7074 4.7656 -0.08 -0.42 -0.48
N -0.6942 -2.9473 3.8112 1.78 -2.03 2.48
O -1.8367 -2.6559 3.1362 -0.41 0.66 -0.74
H 1.1379 -3.1949 0.9618 -0.12 0.24 -0.11
H 0.0710 -1.9161 1.6690 0.13 -0.06 -0.40
H 1.7305 -2.1317 2.2444 0.03 0.24 -0.16
H 0.5705 -5.5068 1.8966 -0.05 -0.15 0.13
H -0.9069 -5.4336 2.9683 0.59 -0.30 0.51
H -0.9283 -4.6594 1.5087 0.30 0.43 -0.36
H 1.3642 -5.1252 4.2665 -0.12 -0.06 -0.11
H 2.3717 -4.1175 3.1752 0.24 -0.77 -0.13
H 2.7458 -3.6927 5.5954 0.05 0.34 0.04
H 2.3191 -2.2897 4.5068 0.67 0.09 0.32
H 1.1427 -2.2043 6.5862 -0.50 0.34 0.32
H 0.3825 -3.7326 6.3058 -0.13 -0.22 -0.06
H -1.7408 -1.3193 6.6560 0.22 -0.45 0.50
H -2.0224 -3.1197 6.2790 0.22 0.15 0.48
H -2.6607 -1.8410 5.3216 0.27 0.01 -0.47
H -0.6371 -0.1028 4.1452 -0.39 -0.04 0.17
H 0.9188 -0.8340 4.1558 0.26 0.37 0.25
H 0.2376 -0.1823 5.6967 0.10 0.15 -0.13
H -1.5581 -1.8713 2.6583 -0.77 0.58 -0.71
C -1.5882 6.9548 2.6317 -0.27 -0.08 -0.45
C -0.9052 5.8549 1.7746 0.33 -1.31 0.75
C 0.0418 5.0748 2.8198 -0.53 0.59 -1.25
C -1.9761 4.8114 1.2548 -0.54 0.44 1.94
C -2.7149 5.2539 0.0411 1.72 -1.06 -0.80
C -1.6285 5.4658 -1.0732 -2.11 1.33 -0.08
C -0.6935 6.6543 -0.7178 -2.57 -2.01 0.16
C 0.3492 6.5975 -1.8106 1.35 1.21 -0.11
C -1.6075 7.9418 -0.8188 1.55 0.31 0.38
N -0.1046 6.3039 0.6382 -1.46 -2.06 -2.95
O 0.7860 7.2627 0.9076 1.65 1.85 1.56
H -2.2726 7.6383 2.1291 -0.34 -0.38 -0.41
H -2.1416 6.3470 3.3476 -0.09 0.59 0.32
H -0.9263 7.6560 3.1400 0.46 -0.45 0.24
H 0.4951 4.2215 2.3154 0.06 0.06 -0.01
H 0.8191 5.7331 3.2079 0.06 0.06 -0.11
H -0.5187 4.7047 3.6783 -0.24 0.07 -0.12
H -1.6881 3.7622 1.1885 0.96 0.25 -0.33
H -2.7213 4.7612 2.0486 -0.03 0.04 0.48
H -3.4192 4.4830 -0.2715 -0.04 -0.01 -0.03
H -3.2950 6.1400 0.2986 0.16 0.22 -0.56
H -2.2966 5.7044 -1.9007 0.51 0.61 -0.63
H -1.0261 4.6670 -1.5056 -0.27 -0.75 1.06
H 0.9186 5.6733 -1.9086 -0.39 -0.36 0.45
H 1.1190 7.3560 -1.6688 0.04 0.25 0.03
H -0.0657 6.7841 -2.8012 -0.39 0.04 0.12
H -1.9158 8.1041 -1.8516 -0.18 -0.36 0.04
H -1.0369 8.8425 -0.5927 0.28 0.17 0.14
H -2.4632 7.9860 -0.1450 0.03 -0.44 -0.18
H 0.2243 7.9861 1.1953 0.37 1.04 0.31
C 6.1019 -6.7951 -2.2294 0.76 0.54 0.18
C 4.5849 -6.7502 -2.0324 -1.31 1.33 1.04
C 3.9694 -7.9143 -2.8416 0.43 0.45 -0.99
C 4.2828 -6.8884 -0.5078 -0.96 -0.42 -1.09
C 4.4934 -5.6437 0.3652 0.45 -2.02 0.50
C 3.8296 -4.3918 -0.0669 -0.26 -0.04 -3.09
C 4.0299 -4.1634 -1.6700 -0.69 1.52 1.36
C 2.9480 -3.1766 -2.2256 0.84 -0.19 -0.84
C 5.3903 -3.4476 -1.9094 0.86 -1.98 -1.05
N 3.8451 -5.4354 -2.4637 0.64 -1.81 5.54
O 4.0386 -5.2728 -3.7637 0.29 0.54 -3.40
H 6.4423 -7.8306 -2.2264 -0.02 -0.06 0.11
H 6.5688 -6.3272 -3.0961 -0.78 -0.06 -0.61
H 6.6387 -6.2672 -1.4412 -0.19 -0.18 0.49
H 4.2612 -8.9049 -2.4928 0.00 0.15 0.35
H 2.9033 -7.9149 -3.0685 -0.26 0.29 0.83
H 4.3909 -7.8308 -3.8434 0.31 -0.17 -0.17
H 3.2613 -7.2266 -0.3338 -0.62 0.42 -0.64
H 4.7478 -7.8128 -0.1653 0.97 0.35 0.36
H 3.9266 -5.9337 1.2499 0.87 0.04 0.78
H 5.5682 -5.5711 0.5312 -0.04 0.42 0.42
H 4.1996 -3.5357 0.4972 -0.01 0.14 -0.28
H 2.7651 -4.5057 0.1382 -0.14 0.19 -0.19
H 3.0454 -2.1311 -1.9330 0.22 -0.16 0.66
H 1.8929 -3.4443 -2.1677 0.15 -0.46 0.34
H 3.2270 -3.1634 -3.2792 -0.44 0.16 -0.33
H 6.2259 -4.0191 -1.5053 -0.03 0.22 1.25
H 5.5263 -2.3796 -1.7391 -0.48 -0.18 0.28
H 5.7023 -3.7061 -2.9213 -0.54 0.75 -0.79
H 3.2948 -5.7918 -4.0784 -0.03 0.29 -0.95
O 5.8969 1.0671 2.9512 0.64 -2.10 -1.64
C 5.4690 2.2414 3.4661 -0.11 1.85 1.42
C 5.0731 2.0412 4.9040 -0.49 1.62 1.59
O 3.7694 1.4676 5.1264 0.95 -0.18 -0.61
H 6.8546 1.0544 3.0171 -0.07 -0.28 -0.16
H 6.2654 2.9840 3.4159 0.30 0.20 0.46
H 4.7274 2.7752 2.8718 -0.56 -0.56 -0.12
H 5.0904 2.9849 5.4491 -0.39 0.84 -0.43
H 5.8760 1.5993 5.4941 0.06 -1.21 -0.49
H 3.8027 1.0727 6.0008 -0.21 -0.12 0.00
O -1.4154 1.8214 -2.5859 -0.62 -0.64 -1.37
C -0.5268 1.2258 -3.5170 1.32 -1.86 -0.05
C 0.1381 -0.1473 -3.0378 0.66 2.75 1.00
O 1.1783 0.1990 -2.0673 -0.64 -0.58 -0.40
H -0.9750 2.0638 -1.7681 0.43 0.03 0.29
H -0.8979 0.9393 -4.5010 -1.61 0.33 0.27
H 0.2192 1.9395 -3.8666 0.63 0.03 0.60
H 0.6331 -0.6603 -3.8624 -0.43 -0.12 -0.14
H -0.5761 -0.7627 -2.4908 -0.12 -0.07 -0.34
H 2.0118 0.1503 -2.5413 0.50 0.19 0.14
O -1.5575 2.5648 -6.4951 -0.65 -0.47 -0.57
C -2.0984 3.8896 -6.4305 0.95 -0.54 -0.75
C -1.8177 4.3730 -5.0656 -0.91 2.98 -0.50
O -2.8251 4.0151 -4.1812 0.02 -1.32 0.93
H -2.2877 1.9416 -6.4868 0.02 -0.12 -0.04
H -1.5953 4.4736 -7.2012 0.33 0.14 0.09
H -3.1573 3.9933 -6.6672 -0.16 -0.48 0.20
H -2.0130 5.4446 -5.1075 0.78 0.57 -0.15
H -0.7825 4.2061 -4.7677 -0.06 -0.31 0.25
H -2.5523 3.1598 -3.8411 -0.31 -0.45 0.72
O 2.5739 1.9457 1.5466 -0.12 -0.61 0.05
H 3.1209 1.9173 2.3316 -0.05 -0.16 0.41
H 2.6217 2.8556 1.2534 0.13 0.98 -0.33
O 4.2173 0.4165 -3.1891 -0.39 0.12 0.02
H 4.4976 0.5843 -4.0888 0.04 0.08 -0.26
H 4.7919 -0.2864 -2.8859 0.12 -0.22 0.30
O 0.3725 2.1242 -0.1548 -0.72 0.64 -0.20
H 0.9238 2.0115 0.6195 0.11 -0.16 0.40
H 0.7432 1.5248 -0.8026 0.46 -0.64 -0.39
O 4.2282 -0.0864 0.3340 0.33 -0.52 -0.50
H 4.4250 -0.6048 1.1142 0.13 -0.05 0.21
H 3.5717 0.5463 0.6255 -0.39 0.49 0.11
O 2.7018 4.7175 0.6010 0.55 -0.45 0.17
H 2.4794 4.6193 -0.3248 -0.17 -0.05 -0.26
H 2.2032 5.4825 0.8878 -0.40 0.31 0.13

=====

51
Properties=species:S:1:pos:R:3:forces:R:3 method="wB97M-V/def2-TZVPD" fmax_ev_per_a=0.546 total_energy_ha=-3857.74101 total_charge=+2 gap_ev=6.22
Cu 0.2742 0.1560 0.4408 0.09 -0.01 0.04
C 2.9079 -0.1616 -1.5662 0.02 -0.04 -0.03
P 2.4850 0.2425 0.1221 -0.12 0.09 0.09
C 3.1698 -1.0154 1.2085 0.01 -0.04 -0.01
C 3.1289 1.9089 0.5256 0.08 0.03 0.01
C 2.0141 2.7990 1.0697 0.06 0.10 0.05
P 0.4491 2.3343 0.2891 -0.04 0.01 -0.01
C -0.9008 3.1031 1.1858 -0.03 -0.02 0.01
C 0.4228 2.9503 -1.3978 -0.01 -0.03 -0.06
H 3.9999 -0.2367 -1.6003 0.00 0.00 -0.05
H 2.5785 0.6016 -2.2686 0.00 0.00 -0.01
H 2.4740 -1.1279 -1.8198 0.01 -0.02 -0.02
H 4.1019 -0.6444 1.6378 0.00 -0.03 0.00
H 3.3544 -1.9055 0.6053 0.00 -0.02 0.01
H 2.4701 -1.2992 1.9916 0.00 0.00 0.02
H 3.5616 2.3182 -0.3895 -0.02 0.02 0.00
H 3.9430 1.8021 1.2435 0.01 0.05 -0.01
H 2.2042 3.8592 0.8862 0.02 0.02 0.04
H 1.8781 2.6731 2.1462 0.04 -0.04 0.01
H -0.6543 4.1605 1.3130 -0.03 0.01 0.00
H -1.0238 2.6378 2.1630 0.01 0.02 0.00
H -1.8316 3.0239 0.6243 0.01 -0.01 0.00
H 0.4168 4.0426 -1.3718 0.01 0.00 -0.01
H -0.4769 2.6043 -1.9071 0.00 0.01 -0.01
H 1.2926 2.6088 -1.9581 0.00 0.02 0.01
N -1.7076 -0.0786 0.2500 0.00 0.01 0.04
C -2.3693 -0.0483 1.5499 0.18 0.00 -0.09
C -3.7247 -0.0606 1.6620 -0.19 0.00 0.08
C -4.3351 -0.1222 2.9366 0.00 0.00 -0.11
C -3.5685 -0.1876 4.0607 0.08 -0.01 0.04
C -2.1531 -0.1618 3.9645 -0.10 0.01 0.11
C -1.3077 -0.2036 5.0950 -0.09 -0.01 0.09
C 0.0462 -0.1369 4.9348 0.07 0.01 -0.05
C 0.5624 -0.0239 3.6355 0.00 -0.02 0.00
N -0.1833 0.0015 2.5484 -0.16 -0.07 -0.01
C -1.5451 -0.0781 2.6996 0.15 0.03 -0.11
H -1.7090 -1.0558 -0.0684 -0.03 -0.04 0.00
H -2.2420 0.4510 -0.4325 0.01 0.01 0.01
H -4.3447 -0.0523 0.7722 0.01 -0.01 0.02
H -5.4138 -0.1376 3.0059 0.01 0.00 -0.01
H -4.0281 -0.2571 5.0385 0.02 0.00 -0.01
H -1.7450 -0.2858 6.0831 0.00 0.01 -0.03
H 0.7193 -0.1663 5.7797 0.00 0.00 -0.02
H 1.6364 0.0467 3.4975 -0.02 0.00 0.00
F 0.7671 -1.5938 -0.1354 -0.12 -0.17 -0.07
Sb 0.1906 -3.6319 0.1297 0.16 0.52 -0.03
F -0.3999 -3.3398 -1.5994 -0.19 -0.10 -0.47
F 1.9259 -3.8878 -0.4772 0.39 -0.13 -0.10
F -0.3253 -5.3752 0.3606 -0.06 -0.22 0.07
F 0.8609 -3.2539 1.8273 0.17 -0.08 0.46
F -1.4051 -2.8091 0.7050 -0.38 0.14 0.12

=====

19
Properties=species:S:1:pos:R:3:forces:R:3 method="wB97M-V/def2-TZVPD" fmax_ev_per_a=5.558 total_energy_ha=-401.82120 total_charge=+1 spin_multiplicity=2 gap_ev="5.54 / 5.58" e_above_lowest_kcal_mol=146.77
O 3.4036 0.2981 0.9974 -1.23 -0.43 -2.48
C 3.3205 0.1922 -0.2517 3.32 1.00 1.01
C 2.3137 -0.3550 -1.0676 -1.05 0.20 3.33
C 1.1860 -0.9578 -0.2794 -2.54 -2.09 -2.02
C -0.2467 -0.6389 -0.7482 1.06 -3.14 1.08
C -0.8105 0.6004 -0.7106 -1.88 5.21 -0.46
N -2.1303 0.8827 -0.6414 3.95 -0.47 -0.40
H 4.2235 0.4628 -0.8925 -0.67 0.03 0.91
H -1.6915 1.7908 2.8185 0.13 -1.15 -1.00
H 2.5713 -0.4383 -2.0714 -0.42 -0.38 -1.76
H 1.2105 -2.0944 -0.3513 0.34 1.22 0.12
H 1.2049 -0.7445 0.7976 0.35 0.50 0.07
H -0.9483 -1.4604 -0.9604 0.41 0.08 0.03
H -0.1281 1.4931 -0.7275 -0.38 -0.98 0.33
H -2.8340 -0.0559 0.3763 -1.14 -2.30 2.07
H -2.1055 1.8900 -0.4340 -0.83 0.01 -0.23
H -1.6449 1.1729 2.3264 -0.13 1.16 1.01
H -3.8435 -1.2534 0.7120 1.23 0.77 0.84
O -3.0504 -0.7844 1.1078 -0.53 0.76 -2.46